Entry 1:
{
  "formula": "H22O11",
  "method": "the ωB97M-V functional and the def2-TZVPD basis",
  "largest_force_ev_per_a": 1.4,
  "e_above_lowest_ev": 0.3473,
  "e_homo_ev": [-0.7, -7.2],
  "mol_weight_g_mol": 198.17,
  "total_charge": -1,
  "gap_ev": [3.279, 9.729],
  "s2": 0.75,
  "multiplicity": 2,
  "elements": ["O", "H", "H", "O", "H", "H", "O", "H", "H", "O", "H", "H", "O", "H", "H", "O", "H", "H", "O", "H", "H", "O", "H", "H", "O", "H", "H", "O", "H", "H", "O", "H", "H"],
  "positions_angstrom": [[1.26, 0.79, 3.27], [2.09, 0.63, 3.71], [0.96, -0.08, 3.00], [-3.39, -1.56, -0.52], [-2.59, -1.72, -1.03], [-3.74, -2.44, -0.36], [2.01, 1.36, -2.38], [2.56, 2.12, -2.17], [1.81, 0.97, -1.54], [-2.29, -0.30, 1.51], [-1.59, 0.11, 1.00], [-2.75, -0.85, 0.88], [-1.45, -2.14, -3.99], [-1.05, -1.56, -3.34], [-1.71, -2.92, -3.49], [1.56, -1.42, 1.38], [2.52, -1.49, 1.38], [1.26, -2.33, 1.33], [0.24, 3.20, 1.91], [0.39, 2.65, 2.68], [0.72, 2.77, 1.21], [-0.33, -2.30, -1.12], [0.53, -2.59, -1.42], [-0.52, -2.85, -0.37], [-0.20, 0.25, -0.27], [-0.36, -0.60, -0.68], [0.52, 0.09, 0.34], [-1.63, 2.42, -1.40], [-1.18, 2.37, -2.25], [-1.26, 1.70, -0.89], [2.46, 1.78, 0.84], [2.77, 2.64, 1.10], [2.38, 1.29, 1.66]],
  "nbo_charge": [-0.981, 0.463, 0.509, -0.942, 0.483, 0.468, -0.957, 0.460, 0.489, -1.007, 0.478, 0.475, -0.952, 0.476, 0.466, -1.262, 0.440, 0.355, -0.969, 0.479, 0.479, -1.225, 0.444, 0.387, -1.021, 0.495, 0.499, -0.966, 0.459, 0.497, -0.975, 0.471, 0.487]
}

---

Entry 2:
{
  "formula": "H22O11",
  "method": "the ωB97M-V functional and the def2-TZVPD basis",
  "smiles": "O.O.O.O.O.O.O.O.O.O.O",
  "largest_force_ev_per_a": 1.0,
  "e_above_lowest_ev": 1.5401,
  "e_homo_ev": -10.1,
  "mol_weight_g_mol": 198.17,
  "gap_ev": 9.763,
  "elements": ["O", "H", "H", "O", "H", "H", "O", "H", "H", "O", "H", "H", "O", "H", "H", "O", "H", "H", "O", "H", "H", "O", "H", "H", "O", "H", "H", "O", "H", "H", "O", "H", "H"],
  "positions_angstrom": [[0.52, -1.00, -2.65], [0.41, -0.11, -2.99], [1.34, -1.31, -3.03], [-2.90, 0.67, 2.25], [-3.36, 1.48, 2.44], [-2.03, 0.78, 2.65], [-3.37, -0.42, -1.45], [-3.18, -1.33, -1.24], [-2.55, 0.04, -1.30], [-1.73, -2.66, -2.21], [-0.93, -2.27, -2.57], [-1.43, -3.19, -1.47], [0.41, 2.90, -1.03], [-0.39, 3.41, -1.09], [0.11, 2.00, -0.89], [-0.55, 0.48, -0.49], [-0.23, 0.19, 0.37], [-0.25, -0.19, -1.09], [3.07, -0.76, -0.49], [2.59, -0.04, -0.89], [3.48, -1.22, -1.22], [0.91, -0.76, 1.77], [1.75, -0.38, 2.03], [0.44, -0.90, 2.59], [0.95, -3.04, -0.58], [1.28, -2.21, -0.93], [0.59, -2.81, 0.27], [1.94, 2.70, 1.21], [2.83, 2.98, 0.99], [1.58, 2.38, 0.38], [-0.28, 1.20, 3.69], [-0.69, 1.90, 4.20], [-0.33, 1.49, 2.78]],
  "nbo_charge": [-0.965, 0.495, 0.491, -0.936, 0.465, 0.461, -0.956, 0.482, 0.469, -0.965, 0.484, 0.476, -0.991, 0.480, 0.485, -0.984, 0.509, 0.491, -0.932, 0.467, 0.469, -0.976, 0.497, 0.490, -0.958, 0.472, 0.481, -0.959, 0.467, 0.480, -0.944, 0.480, 0.475]
}

---

Entry 3:
{
  "formula": "H22O11",
  "method": "the ωB97M-V functional and the def2-TZVPD basis",
  "smiles": "O.O.O.O.O.O.O.O.O.O.O",
  "largest_force_ev_per_a": 13.6,
  "e_above_lowest_ev": 5.8987,
  "e_homo_ev": -10.7,
  "mol_weight_g_mol": 198.17,
  "gap_ev": 10.701,
  "elements": ["O", "H", "H", "O", "H", "H", "O", "H", "H", "O", "H", "H", "O", "H", "H", "O", "H", "H", "O", "H", "H", "O", "H", "H", "O", "H", "H", "O", "H", "H", "O", "H", "H"],
  "positions_angstrom": [[0.85, 0.08, 2.12], [0.60, 1.07, 2.23], [1.39, 0.05, 1.31], [2.68, -1.22, -2.24], [2.65, -2.19, -1.91], [1.95, -0.68, -2.61], [-4.67, 0.90, -0.47], [-5.20, 0.21, -1.04], [-3.85, 0.43, -0.11], [4.00, 1.32, -2.09], [3.35, 0.71, -1.41], [3.54, 0.99, -2.95], [2.81, 1.57, 0.40], [3.07, 2.02, -0.36], [3.66, 1.62, 0.94], [0.33, 2.62, -1.37], [0.48, 2.86, -0.54], [0.25, 3.60, -1.69], [-3.40, -2.09, -1.65], [-3.91, -1.69, -2.48], [-2.51, -2.30, -1.91], [0.15, -1.51, 4.19], [-0.44, -0.73, 4.44], [0.60, -1.29, 3.39], [-1.97, -1.92, 1.55], [-1.69, -1.82, 2.31], [-2.39, -1.30, 1.16], [0.30, -1.44, -0.24], [-0.50, -1.56, 0.16], [0.75, -2.33, 0.07], [-1.13, 1.01, 0.37], [-0.30, 1.13, 0.01], [-1.45, 1.90, 0.44]],
  "nbo_charge": [-0.978, 0.480, 0.503, -1.019, 0.517, 0.508, -0.962, 0.476, 0.486, -0.981, 0.497, 0.473, -0.966, 0.488, 0.485, -0.917, 0.446, 0.472, -0.957, 0.476, 0.480, -0.971, 0.465, 0.497, -0.912, 0.459, 0.462, -0.952, 0.481, 0.462, -0.935, 0.473, 0.462]
}

---

Entry 4:
{
  "formula": "H22O11",
  "method": "the ωB97M-V functional and the def2-TZVPD basis",
  "smiles": "O.O.O.O.O.O.O.O.O.O.O",
  "largest_force_ev_per_a": 5.1,
  "e_above_lowest_ev": 3.8912,
  "e_homo_ev": -10.4,
  "mol_weight_g_mol": 198.16,
  "gap_ev": 10.275,
  "elements": ["O", "H", "H", "O", "H", "H", "O", "H", "H", "O", "H", "H", "O", "H", "H", "O", "H", "H", "O", "H", "H", "O", "H", "H", "O", "H", "H", "O", "H", "H", "O", "H", "H"],
  "positions_angstrom": [[0.71, -0.84, -0.13], [0.04, -0.72, 0.55], [0.63, -0.06, -0.65], [2.16, 0.95, 1.81], [1.41, 1.18, 1.20], [2.80, 0.48, 1.27], [3.10, 2.17, -4.10], [2.80, 1.32, -4.54], [3.48, 2.03, -3.26], [2.28, -1.58, 2.07], [1.43, -1.88, 1.67], [2.84, -2.24, 1.69], [-2.21, -2.00, -0.11], [-2.57, -2.26, -0.96], [-1.58, -2.63, -0.03], [1.25, 3.52, -0.28], [0.87, 4.05, 0.45], [0.52, 2.80, -0.27], [0.16, -3.96, -3.42], [-0.71, -3.69, -3.12], [0.09, -4.92, -3.49], [-1.39, 4.01, 1.98], [-1.15, 4.81, 2.29], [-0.67, 3.54, 1.59], [-0.08, -0.83, 3.25], [-0.39, -1.03, 4.14], [0.87, -1.13, 3.18], [-4.08, -1.63, 2.18], [-4.54, -2.36, 1.75], [-3.83, -0.88, 1.54], [-1.45, 0.92, -2.58], [-0.86, 1.11, -3.27], [-1.94, 1.74, -2.39]],
  "nbo_charge": [-0.952, 0.482, 0.471, -0.929, 0.451, 0.476, -0.954, 0.478, 0.477, -0.939, 0.479, 0.471, -0.918, 0.459, 0.459, -0.905, 0.457, 0.449, -0.931, 0.463, 0.468, -0.922, 0.466, 0.455, -0.983, 0.476, 0.496, -0.961, 0.472, 0.489, -0.946, 0.472, 0.475]
}

---

Entry 5:
{
  "formula": "H22O11",
  "method": "the ωB97M-V functional and the def2-TZVPD basis",
  "smiles": "O.O.O.O.O.O.O.O.O.O.O",
  "largest_force_ev_per_a": 0.3,
  "e_above_lowest_ev": 2.7005,
  "e_homo_ev": -11.4,
  "mol_weight_g_mol": 198.17,
  "gap_ev": 11.432,
  "elements": ["O", "H", "H", "O", "H", "H", "O", "H", "H", "O", "H", "H", "O", "H", "H", "O", "H", "H", "O", "H", "H", "O", "H", "H", "O", "H", "H", "O", "H", "H", "O", "H", "H"],
  "positions_angstrom": [[-2.97, -10.60, 23.36], [-3.68, -9.99, 23.56], [-2.55, -10.23, 22.57], [4.59, -7.82, 15.64], [4.73, -6.90, 15.42], [4.28, -7.82, 16.55], [5.37, -10.28, 24.59], [5.10, -11.08, 24.12], [4.54, -9.89, 24.87], [-0.68, -7.96, 16.38], [-0.86, -8.87, 16.62], [-0.34, -8.01, 15.49], [9.32, -7.87, 22.39], [10.04, -8.48, 22.18], [8.70, -8.40, 22.88], [-1.54, -3.31, 16.68], [-1.17, -4.08, 17.10], [-0.79, -2.87, 16.28], [2.35, -12.12, 18.78], [2.57, -11.21, 18.99], [1.41, -12.12, 18.64], [2.80, -8.02, 20.42], [3.22, -7.59, 21.17], [1.89, -7.74, 20.47], [-1.22, -6.73, 21.98], [-1.12, -6.50, 22.90], [-2.11, -6.47, 21.76], [4.74, -4.89, 23.19], [4.60, -3.97, 23.45], [5.39, -5.21, 23.80], [3.27, -2.55, 18.56], [3.66, -3.35, 18.93], [3.50, -2.58, 17.63]],
  "nbo_charge": [-0.935, 0.466, 0.469, -0.935, 0.464, 0.471, -0.939, 0.471, 0.468, -0.938, 0.467, 0.471, -0.938, 0.467, 0.470, -0.937, 0.471, 0.466, -0.937, 0.473, 0.464, -0.949, 0.475, 0.474, -0.941, 0.471, 0.470, -0.941, 0.470, 0.471, -0.935, 0.470, 0.465]
}

---

Entry 6:
{
  "formula": "H22O11",
  "method": "the ωB97M-V functional and the def2-TZVPD basis",
  "smiles": "O.O.O.O.O.O.O.O.O.O.O",
  "largest_force_ev_per_a": 3.2,
  "e_above_lowest_ev": 1.8050,
  "e_homo_ev": -10.6,
  "mol_weight_g_mol": 198.17,
  "gap_ev": 10.597,
  "elements": ["O", "H", "H", "O", "H", "H", "O", "H", "H", "O", "H", "H", "O", "H", "H", "O", "H", "H", "O", "H", "H", "O", "H", "H", "O", "H", "H", "O", "H", "H", "O", "H", "H"],
  "positions_angstrom": [[-1.07, 3.07, -1.99], [-0.64, 3.05, -1.15], [-1.02, 2.25, -2.41], [2.08, -2.48, 2.09], [2.48, -2.74, 1.22], [1.25, -2.12, 1.72], [0.14, 2.98, 0.43], [-0.23, 3.09, 1.34], [0.21, 1.99, 0.28], [-2.66, -1.05, -0.91], [-2.47, -0.29, -1.40], [-3.42, -0.75, -0.36], [2.99, -0.56, -0.41], [3.92, -0.33, -0.47], [2.94, -1.43, -0.80], [-2.40, -2.66, 1.51], [-2.76, -3.28, 0.87], [-2.17, -1.98, 0.84], [-1.93, 1.36, 1.70], [-1.32, 0.66, 1.90], [-2.51, 1.34, 2.43], [2.42, 2.32, -1.70], [1.49, 2.41, -1.49], [2.67, 3.19, -2.05], [0.37, -2.02, -1.93], [1.04, -2.05, -2.62], [0.29, -1.06, -1.72], [-0.29, -1.05, 1.73], [-0.32, -0.58, 2.51], [-0.76, -1.89, 1.95], [0.39, 0.54, -0.52], [-0.05, -0.12, 0.00], [1.33, 0.23, -0.57]],
  "nbo_charge": [-0.968, 0.490, 0.455, -0.944, 0.454, 0.475, -1.006, 0.490, 0.497, -0.950, 0.482, 0.478, -0.947, 0.494, 0.474, -0.969, 0.484, 0.492, -0.933, 0.457, 0.467, -0.954, 0.479, 0.473, -0.959, 0.466, 0.481, -0.972, 0.470, 0.519, -1.001, 0.501, 0.524]
}

---

Entry 7:
{
  "formula": "H22O11",
  "method": "the ωB97M-V functional and the def2-TZVPD basis",
  "smiles": "O.O.O.O.O.O.O.O.O.O.O",
  "largest_force_ev_per_a": 4.1,
  "e_above_lowest_ev": 0.8280,
  "e_homo_ev": -10.8,
  "mol_weight_g_mol": 198.17,
  "gap_ev": 11.109,
  "elements": ["O", "H", "H", "O", "H", "H", "O", "H", "H", "O", "H", "H", "O", "H", "H", "O", "H", "H", "O", "H", "H", "O", "H", "H", "O", "H", "H", "O", "H", "H", "O", "H", "H"],
  "positions_angstrom": [[-0.41, -0.55, 3.79], [0.00, -0.04, 4.52], [-1.42, -0.57, 3.80], [-0.96, -2.53, -2.14], [-1.17, -3.36, -2.49], [-0.16, -2.14, -2.52], [1.79, 0.06, -1.54], [1.07, -0.19, -1.05], [2.29, 0.69, -1.01], [0.89, -1.12, -3.60], [0.68, -0.90, -4.48], [1.32, -0.39, -3.08], [1.83, -1.27, 2.01], [1.92, -0.33, 1.94], [1.14, -1.39, 2.66], [0.87, 2.86, -1.28], [0.58, 2.14, -1.89], [0.01, 3.23, -0.92], [2.18, 2.15, 0.85], [1.58, 2.47, 0.19], [2.31, 2.92, 1.43], [-1.67, 1.03, -1.49], [-1.92, 0.37, -0.84], [-2.21, 0.85, -2.28], [-0.23, -0.98, 0.23], [-0.57, -1.70, -0.41], [0.59, -1.30, 0.64], [-2.54, -1.10, 1.72], [-1.67, -1.20, 1.26], [-3.19, -1.79, 1.42], [-0.97, 1.74, 1.39], [-0.25, 1.18, 1.74], [-1.71, 1.15, 1.42]],
  "nbo_charge": [-1.005, 0.489, 0.520, -1.001, 0.479, 0.516, -0.971, 0.491, 0.504, -1.005, 0.477, 0.517, -0.955, 0.483, 0.496, -0.972, 0.506, 0.499, -0.999, 0.495, 0.470, -0.954, 0.484, 0.470, -1.037, 0.517, 0.512, -1.016, 0.505, 0.483, -0.950, 0.477, 0.472]
}